[1]
{
  "formula": "C33H72ClFN2O10",
  "method": "ωB97M-V/def2-TZVPD",
  "e_lumo_ev": 0.426,
  "smiles": "O=C1N[C@@H](c2cccnc2)[C@H](F)[C@]1(O)Cl.CC(C)O.CC(C)O.CC(C)O.CC(C)O.CC(C)O.CC(C)O.CC(C)O.CC(C)O",
  "largest_force_ev_per_a": 5.23,
  "spin_multiplicity": 1,
  "gap_ha": 0.3637,
  "homo_energy_ha": -0.3481,
  "symbols": ["O", "C", "N", "C", "C", "C", "C", "C", "N", "C", "C", "F", "C", "O", "Cl", "H", "H", "H", "H", "H", "H", "H", "H", "C", "C", "C", "O", "H", "H", "H", "H", "H", "H", "H", "H", "C", "C", "C", "O", "H", "H", "H", "H", "H", "H", "H", "H", "C", "C", "C", "O", "H", "H", "H", "H", "H", "H", "H", "H", "C", "C", "C", "O", "H", "H", "H", "H", "H", "H", "H", "H", "C", "C", "C", "O", "H", "H", "H", "H", "H", "H", "H", "H", "C", "C", "C", "O", "H", "H", "H", "H", "H", "H", "H", "H", "C", "C", "C", "O", "H", "H", "H", "H", "H", "H", "H", "H", "C", "C", "C", "O", "H", "H", "H", "H", "H", "H", "H", "H"],
  "coordinates": [[5.74829, -1.57364, 0.00509], [4.76335, -1.32562, -0.60658], [3.64795, -2.14971, -0.75708], [2.89864, -1.79253, -1.98359], [1.44850, -1.45926, -1.75851], [0.72043, -2.10499, -0.74770], [-0.63069, -1.79478, -0.58163], [-1.20593, -0.83479, -1.42105], [-0.52627, -0.20329, -2.38784], [0.76264, -0.52306, -2.54763], [3.82407, -0.75902, -2.64888], [4.84264, -1.49247, -3.24726], [4.42807, -0.07742, -1.43913], [3.40522, 0.58317, -0.73226], [5.75202, 1.00817, -1.80024], [3.11371, -2.30281, 0.08572], [2.92936, -2.65518, -2.65393], [1.18521, -2.84609, -0.10811], [-1.22839, -2.27661, 0.17842], [-2.24961, -0.57112, -1.30701], [1.27669, -0.01697, -3.35314], [3.41690, -0.06366, -3.37450], [3.64579, 1.51120, -0.64140], [0.59206, 3.24034, 0.18973], [-0.87799, 3.45852, -0.14402], [-1.76661, 2.54764, 0.68637], [-1.10802, 3.22691, -1.53271], [0.87199, 2.20418, -0.02572], [1.22217, 3.89344, -0.41559], [0.79437, 3.43819, 1.24352], [-1.13978, 4.50366, 0.03162], [-1.53067, 1.50035, 0.48171], [-2.81784, 2.70843, 0.44405], [-1.61837, 2.72483, 1.75272], [-0.89444, 2.29624, -1.68407], [-2.19251, -0.30573, 5.47777], [-1.14058, -0.02746, 4.41646], [-0.25223, 1.14327, 4.80929], [-1.75676, 0.21394, 3.15206], [-2.83964, 0.56208, 5.60817], [-2.81817, -1.15030, 5.18282], [-1.73596, -0.53239, 6.44250], [-0.52242, -0.91385, 4.26541], [-0.85560, 2.04924, 4.91972], [0.49730, 1.32978, 4.03931], [0.25875, 0.95446, 5.75434], [-2.31294, 0.99548, 3.24312], [-4.46847, 4.35458, 6.85325], [-4.60464, 2.98348, 7.49665], [-4.91659, 3.08713, 8.98099], [-3.42288, 2.20881, 7.28430], [-3.64551, 4.90737, 7.31484], [-4.25201, 4.25884, 5.78916], [-5.38065, 4.94033, 6.97083], [-5.39814, 2.42540, 6.99742], [-4.10604, 3.60525, 9.50104], [-5.01629, 2.09509, 9.42077], [-5.84065, 3.63960, 9.15413], [-2.69117, 2.66700, 7.71271], [-0.41748, -0.98582, -6.69453], [0.06788, -2.40177, -6.43287], [-0.98840, -3.45121, -6.73782], [0.48023, -2.46324, -5.06573], [-1.26791, -0.75800, -6.04828], [0.36736, -0.27446, -6.44743], [-0.72067, -0.82219, -7.73054], [0.96284, -2.61064, -7.02164], [-1.87531, -3.28222, -6.12058], [-0.61279, -4.45087, -6.51794], [-1.28974, -3.41421, -7.78548], [-0.30104, -2.25265, -4.54050], [-0.41907, 3.19298, -7.88974], [-1.50537, 2.83233, -6.88797], [-2.08580, 4.06585, -6.21807], [-0.99746, 1.97057, -5.87452], [0.39475, 3.71967, -7.38398], [-0.00425, 2.29266, -8.34456], [-0.80599, 3.83712, -8.68096], [-2.28947, 2.26656, -7.39579], [-1.28159, 4.56664, -5.67683], [-2.84768, 3.77732, -5.49324], [-2.53130, 4.77460, -6.91908], [-0.32322, 2.47480, -5.39613], [4.44365, -5.65325, 2.67094], [3.49737, -5.75522, 1.48501], [3.95664, -6.80145, 0.48217], [3.35400, -4.48595, 0.84758], [5.43950, -5.35446, 2.33328], [4.09140, -4.90164, 3.37758], [4.53025, -6.60786, 3.19145], [2.49693, -6.00848, 1.84026], [4.93909, -6.53479, 0.08348], [3.26084, -6.86000, -0.35462], [4.03047, -7.78662, 0.94427], [4.21736, -4.21331, 0.51106], [-1.97233, -5.44726, 5.49202], [-0.91441, -5.16226, 4.43718], [-0.01118, -4.00969, 4.84535], [-1.52325, -4.89552, 3.17426], [-2.61150, -4.57043, 5.62975], [-2.60577, -6.27824, 5.18255], [-1.51906, -5.69313, 6.45319], [-0.31231, -6.05794, 4.27690], [-0.60520, -3.09859, 4.96014], [0.74010, -3.82370, 4.07720], [0.49750, -4.21061, 5.78911], [-2.06687, -4.10562, 3.27216], [1.90493, 4.27362, -2.09798], [1.07313, 4.79674, -3.25629], [0.18566, 5.95667, -2.83417], [0.28206, 3.74984, -3.82370], [1.25205, 3.90041, -1.30671], [2.53665, 3.44622, -2.42502], [2.54250, 5.05820, -1.68712], [1.73453, 5.11871, -4.06261], [-0.51251, 5.63079, -2.05857], [-0.39849, 6.32145, -3.67933], [0.77772, 6.78254, -2.43778], [-0.32294, 3.43030, -3.13950]]
}

***

[2]
{
  "formula": "C30H51N6O2PTi",
  "method": "ωB97M-V/def2-TZVPD",
  "e_lumo_ev": [-2.248, -2.251],
  "total_charge": 1,
  "largest_force_ev_per_a": 1.40,
  "spin_multiplicity": 2,
  "gap_ha": [0.2463, 0.2827],
  "homo_energy_ha": [-0.3289, -0.3654],
  "symbols": ["Ti", "N", "C", "C", "C", "C", "C", "C", "C", "C", "C", "C", "C", "C", "H", "H", "H", "H", "H", "H", "H", "H", "H", "H", "N", "C", "C", "C", "C", "N", "C", "N", "N", "C", "O", "O", "H", "H", "H", "H", "H", "H", "H", "H", "H", "H", "H", "H", "H", "H", "C", "C", "C", "C", "P", "N", "C", "C", "C", "C", "C", "C", "C", "C", "H", "H", "H", "H", "H", "H", "H", "H", "H", "H", "H", "H", "H", "H", "H", "H", "H", "H", "H", "H", "H", "H", "H", "H", "H", "H", "H"],
  "coordinates": [[-0.87400, 0.22259, 0.07987], [-1.02365, 0.36278, 2.20347], [-0.66575, 1.51899, 2.97782], [-1.19122, 1.60842, 4.26176], [-0.91756, 2.68481, 5.08441], [-0.10358, 3.69711, 4.60544], [0.40949, 3.61307, 3.32266], [0.16674, 2.52708, 2.46658], [0.73479, 2.59798, 1.07423], [1.92855, 3.31468, 0.90698], [2.40269, 3.65601, -0.34853], [1.67482, 3.29150, -1.47047], [0.55276, 2.49168, -1.30523], [0.07129, 2.06548, -0.05734], [-1.74349, -0.16508, 2.67156], [-0.21020, -0.25010, 2.03417], [-1.83060, 0.80852, 4.62377], [-1.33596, 2.73207, 6.08188], [0.11777, 4.56415, 5.21573], [0.98846, 4.44532, 2.94851], [2.51317, 3.60159, 1.77355], [3.32749, 4.21056, -0.44919], [2.00081, 3.59058, -2.46090], [0.05120, 2.16851, -2.21718], [-1.13714, -0.15577, -2.08403], [-2.41330, 0.56321, -2.29991], [-2.94517, 0.45964, -3.72503], [-4.34721, 1.01563, -4.02657], [-4.58522, 2.48776, -3.67256], [-4.65117, 2.80354, -2.23815], [-5.56722, 2.34898, -1.40151], [-6.71011, 1.83909, -1.85680], [-5.39360, 2.50374, -0.08651], [-3.33609, 0.00106, -1.19050], [-4.41201, -0.50628, -1.45093], [-2.82405, 0.14061, -0.00535], [-0.41448, 0.16820, -2.71515], [-1.27271, -1.14302, -2.27319], [-2.20475, 1.60434, -2.04999], [-2.94610, -0.59577, -4.00635], [-2.22601, 0.97047, -4.37374], [-5.08376, 0.37915, -3.54044], [-4.49815, 0.93690, -5.10419], [-5.51110, 2.83356, -4.13929], [-3.78205, 3.09470, -4.08540], [-3.88091, 3.30843, -1.83028], [-6.80360, 1.68387, -2.84670], [-7.19133, 1.17111, -1.27641], [-4.45278, 2.57159, 0.26949], [-6.04080, 2.03738, 0.52915], [3.90842, -2.42090, 2.27201], [2.53245, -1.76623, 2.12493], [2.59470, -0.29307, 2.58559], [1.54407, -2.49518, 3.05011], [1.82336, -1.81284, 0.37045], [0.60532, -0.83012, 0.24171], [3.16378, -1.25853, -0.83786], [3.78013, 0.02991, -0.26490], [2.48937, -0.83881, -2.15412], [4.25882, -2.29223, -1.10471], [1.28800, -3.59254, -0.02203], [2.31734, -4.66628, 0.33617], [1.00611, -3.66322, -1.53129], [-0.04739, -3.88433, 0.68637], [4.18093, -2.42449, 3.33123], [4.68544, -1.87323, 1.74103], [3.91696, -3.45567, 1.92611], [2.43385, -0.23723, 3.66498], [1.83613, 0.31793, 2.10081], [3.56344, 0.15734, 2.37772], [1.82610, -2.29765, 4.08667], [1.56283, -3.57453, 2.91048], [0.51877, -2.14537, 2.91457], [3.00399, 0.73504, 0.04360], [4.37140, 0.51165, -1.04851], [4.44828, -0.16195, 0.57292], [1.70204, -0.11878, -1.93566], [2.07791, -1.67577, -2.71586], [3.23665, -0.34950, -2.78528], [4.73167, -2.64130, -0.18621], [5.03562, -1.83001, -1.72052], [3.88620, -3.15975, -1.65003], [3.28878, -4.47319, -0.12228], [1.96259, -5.63158, -0.03629], [2.45863, -4.76771, 1.41105], [1.91076, -3.58670, -2.13197], [0.31204, -2.87557, -1.83117], [0.54273, -4.62628, -1.75938], [0.08394, -4.17158, 1.72725], [-0.54436, -4.71588, 0.17953], [-0.71096, -3.02430, 0.63956]]
}

***

[3]
{
  "formula": "C2H4N4OS",
  "method": "ωB97M-V/def2-TZVPD",
  "e_lumo_ev": -0.380,
  "largest_force_ev_per_a": 6.00,
  "spin_multiplicity": 1,
  "gap_ha": 0.3243,
  "homo_energy_ha": -0.3382,
  "symbols": ["C", "C", "H", "H", "H", "H", "N", "N", "N", "N", "O", "S"],
  "coordinates": [[-0.99288, 0.86110, 0.92617], [0.90735, -0.56530, -1.13974], [-2.20803, 0.97476, 2.34325], [-0.03397, 2.40833, -0.12584], [1.78786, -1.87409, -1.84688], [1.09925, -2.24173, 0.58037], [-1.89842, 1.56077, 1.47415], [0.09153, 1.38231, 0.21473], [1.65645, -0.91623, -2.07631], [0.37149, -1.35531, -0.11677], [0.23650, 0.66529, -1.23288], [-1.01713, -0.89990, 0.99975]]
}

***

[4]
{
  "formula": "C5H8O2",
  "method": "ωB97M-V/def2-TZVPD",
  "e_lumo_ev": [-0.517, -0.520],
  "smiles": "C#COO.C=CC",
  "largest_force_ev_per_a": 4.99,
  "spin_multiplicity": 1,
  "gap_ha": [0.2942, 0.2941],
  "homo_energy_ha": [-0.3131, -0.3133],
  "symbols": ["C", "C", "O", "O", "H", "H", "C", "C", "C", "H", "H", "H", "H", "H", "H"],
  "coordinates": [[-0.45889, -2.24809, -0.69990], [0.03942, -1.42695, 0.06566], [0.06468, -1.41650, 1.52278], [0.81229, -2.40491, 2.33799], [-0.94538, -3.04886, -1.19241], [0.21269, -3.16539, 2.41731], [-0.47360, 1.39204, 0.85394], [0.38155, 0.95063, -0.17580], [0.15261, 1.48053, -1.58082], [-0.10052, 2.07589, 1.60246], [-1.47954, 1.69983, 0.59957], [1.41762, 1.18402, 0.07546], [-0.90951, 1.48543, -1.82496], [0.80297, 0.93235, -2.26435], [0.48361, 2.50998, -1.73694]]
}

***

[5]
{
  "formula": "C14H18Cl2GaN2O2S",
  "method": "ωB97M-V/def2-TZVPD",
  "e_lumo_ev": -2.721,
  "total_charge": 1,
  "largest_force_ev_per_a": 1.58,
  "spin_multiplicity": 1,
  "gap_ha": 0.3304,
  "homo_energy_ha": -0.4304,
  "symbols": ["Ga", "Cl", "C", "C", "C", "C", "C", "Cl", "C", "S", "H", "H", "H", "C", "C", "C", "O", "H", "H", "H", "H", "H", "H", "H", "N", "C", "N", "C", "C", "O", "C", "C", "H", "H", "H", "H", "H", "H", "H", "H"],
  "coordinates": [[-0.46087, -0.56346, 0.13739], [-0.86695, 1.74112, 0.87780], [-1.98786, 1.33872, 2.13430], [-2.89377, 2.30209, 2.54735], [-3.80806, 2.00240, 3.54263], [-3.82093, 0.75011, 4.12989], [-2.91207, -0.20981, 3.71193], [-2.90932, -1.76907, 4.43127], [-1.98400, 0.06063, 2.69475], [-0.87260, -1.24315, 2.24308], [-2.88740, 3.27794, 2.09146], [-4.51832, 2.74868, 3.85742], [-4.53515, 0.51212, 4.90116], [-0.15872, -1.29918, -3.34056], [-1.20277, -0.34977, -2.76365], [-0.87581, 1.09542, -3.10962], [-1.32013, -0.48682, -1.35287], [-0.19881, -1.28228, -4.42566], [-0.35666, -2.31237, -2.99368], [0.83692, -0.98610, -3.02152], [-2.19085, -0.62406, -3.15708], [0.05270, 1.37861, -2.61029], [-1.67527, 1.75061, -2.77388], [-0.74630, 1.20827, -4.18098], [1.26530, -1.63172, -0.25164], [1.59344, -2.70771, -0.56408], [2.02718, -3.85187, -0.91402], [1.75690, -4.39091, -2.24821], [2.93260, -5.27632, -2.67044], [3.20831, -6.25351, -1.70107], [3.57673, -5.66601, -0.47947], [2.42082, -4.84195, 0.08942], [1.62765, -3.57064, -2.95410], [0.84181, -4.99312, -2.20147], [3.82150, -4.65623, -2.85201], [2.66966, -5.80656, -3.58699], [4.46426, -5.03273, -0.61239], [3.81666, -6.48056, 0.20370], [2.71240, -4.33761, 1.01078], [1.56849, -5.50356, 0.28253]]
}

***

[6]
{
  "formula": "CH2FNO",
  "method": "ωB97M-V/def2-TZVPD",
  "e_lumo_ev": [0.305, 0.305],
  "smiles": "[O-]/[NH+]=C/F",
  "largest_force_ev_per_a": 3.70,
  "spin_multiplicity": 1,
  "gap_ha": [0.3526, 0.3527],
  "homo_energy_ha": [-0.3414, -0.3415],
  "symbols": ["O", "N", "C", "F", "H", "H"],
  "coordinates": [[0.64048, 1.28192, 1.25150], [0.26008, 0.60237, 0.21819], [-0.42844, -0.53330, -0.07312], [-0.41476, -0.80685, -1.43921], [0.75628, 0.72855, -0.61188], [-0.81364, -1.27270, 0.65452]]
}

***

Number 6 is which compound?
CH2FNO

***

Number 6 is which compound?
CH2FNO